Arrangement i

Entry from the Open Molecules 2025 dataset: the molecule C13H22N4O3S (ωB97M-V/def2-TZVPD).

Frontier orbital gap in eV: 8.511
Net charge: 0

```
43
C13H22N4O3S | the Open Molecules 2025 dataset | ωB97M-V/def2-TZVPD
C -3.63 0.35 -2.24
H -3.58 -0.71 -2.48
H -2.62 0.72 -2.09
H -4.08 0.88 -3.08
C -4.48 0.55 -0.99
N -3.95 -0.19 0.14
C -2.74 0.40 0.69
H -2.47 1.31 0.15
C -1.56 -0.57 0.55
N -0.30 0.04 0.93
S 0.27 1.24 -0.11
O 0.14 2.52 0.53
O -0.32 1.05 -1.40
C 2.00 0.80 -0.18
C 2.93 1.55 0.51
C 4.26 1.19 0.48
C 4.65 0.06 -0.24
C 3.70 -0.67 -0.95
C 2.37 -0.31 -0.91
H 1.62 -0.86 -1.45
H 4.04 -1.53 -1.52
C 6.07 -0.39 -0.33
O 6.53 -0.95 -1.31
N 6.83 -0.14 0.76
H 6.49 0.36 1.57
N 8.21 -0.40 0.77
H 8.50 -0.46 -0.20
H 8.39 -1.31 1.20
H 4.99 1.80 0.99
H 2.59 2.43 1.05
H -0.31 0.41 1.87
H -1.71 -1.46 1.17
H -1.46 -0.87 -0.49
H -2.87 0.67 1.75
C -4.94 -0.58 1.12
C -5.72 -1.81 0.67
H -6.31 -1.60 -0.22
H -5.02 -2.61 0.43
H -6.39 -2.14 1.46
H -4.42 -0.83 2.05
H -5.65 0.24 1.34
H -5.49 0.18 -1.19
H -4.57 1.63 -0.77
```

Arrangement ii

Entry from the Open Molecules 2025 dataset: the molecule C13H22N4O3S (ωB97M-V/def2-TZVPD).

Frontier orbital gap in eV: 9.785
Net charge: 0

```
43
C13H22N4O3S | the Open Molecules 2025 dataset | ωB97M-V/def2-TZVPD
C 5.07 2.07 -0.18
H 5.27 2.54 -1.14
H 5.60 1.13 -0.14
H 5.46 2.71 0.61
C 3.56 1.88 0.00
C 2.95 1.03 -1.12
C 3.37 -0.43 -1.03
C 3.02 -1.04 0.33
N 1.58 -1.12 0.49
C 0.86 -2.22 0.25
O 1.30 -3.32 0.00
C -0.65 -1.91 0.30
N -0.96 -0.95 -0.75
S -1.35 0.58 -0.28
O -1.40 1.41 -1.45
O -0.46 0.93 0.79
C -3.02 0.52 0.32
C -3.69 -0.08 1.35
N -5.01 0.17 1.25
C -5.16 0.91 0.18
N -3.98 1.14 -0.43
H -3.76 1.68 -1.25
H -6.10 1.28 -0.18
H -3.30 -0.66 2.16
C -1.54 -1.45 -1.97
H -2.53 -1.90 -1.81
H -1.63 -0.60 -2.65
H -0.87 -2.19 -2.41
H -1.23 -2.83 0.16
H -0.90 -1.46 1.26
H 1.09 -0.25 0.65
C 3.63 -0.21 1.46
C 3.22 1.26 1.36
H 2.14 1.36 1.52
H 3.72 1.83 2.15
H 4.71 -0.29 1.41
H 3.30 -0.61 2.42
H 3.39 -2.07 0.37
H 4.44 -0.52 -1.19
H 2.87 -1.00 -1.82
H 3.25 1.44 -2.09
H 1.86 1.10 -1.06
H 3.10 2.87 -0.04
```

Each structure's energy above the most stable one, in kJ/mol: arrangement i 146.7; arrangement ii 0.0.